# C2H7NO

A cluster of 2 separate species, C2H7NO in total in a non-equilibrium geometry (the ωB97M-V functional and the def2-TZVPD basis, the Open Molecules 2025 dataset).

Structure (ORCA input):
```
! RIJCOSX wB97M-V def2-TZVPD def2/J DEFGRID3
* xyz 0 1
C 1.08 -0.15 0.72
C 0.55 1.02 -1.27
N 0.36 0.90 -0.03
H 2.00 0.32 1.04
H 0.44 -0.46 1.53
H 1.22 -0.94 -0.02
H 0.12 1.94 -1.68
H 1.24 0.42 -1.86
H -2.72 -1.31 1.14
H -1.98 -0.43 0.15
O -2.31 -1.32 0.27
*
```

Properties
SMILES string = C=NC.O
ΔE to the lowest compared entry with this formula, charge and spin = 1.295 eV